#a
Entry from the OMol25 dataset: C4H7NO2 in the gas phase (ωB97M-V/def2-TZVPD).

Positions of all 14 atoms, in Å:
N -1.268 2.028 0.496
C -0.696 0.811 0.738
O -1.292 -0.078 1.315
C 0.699 0.586 0.207
C 0.868 -0.937 -0.006
C 0.195 -1.903 -0.913
O 1.476 -1.363 -1.209
H -2.274 2.033 0.569
H -0.837 2.715 -0.100
H 1.438 0.956 0.942
H 0.873 1.215 -0.676
H 1.219 -1.412 0.911
H -0.643 -1.668 -1.571
H 0.243 -2.982 -0.702

Results
- orbital gap (eV) = 10.76
- E_HOMO (hartree) = -0.3646
- SMILES string = NC(=O)C[C@H]1CO1
- charge = 0

Löwdin atomic charge list, values in e, 8 entries: 0.153 -0.551 0.057 -0.047 -0.285 -0.100 -0.051 0.108

***

#b
Entry from the OMol25 dataset: C4H7NO2 in the gas phase (ωB97M-V/def2-TZVPD).

Positions of all 14 atoms, in Å:
N 1.820 0.703 1.406
C 0.542 0.576 0.944
O -0.323 1.399 1.177
C 0.315 -0.737 0.198
C -0.913 -0.818 -0.683
C -1.534 0.338 -1.326
O -0.725 -0.565 -2.068
H 2.079 1.551 1.885
H 2.553 0.085 1.104
H 0.239 -1.506 0.974
H 1.203 -0.985 -0.398
H -1.547 -1.683 -0.493
H -1.114 1.324 -1.167
H -2.597 0.318 -1.552

Results
- orbital gap (eV) = 10.90
- E_HOMO (hartree) = -0.3700
- SMILES string = NC(=O)C[C@H]1CO1
- charge = 0

Löwdin atomic charge list, values in e, 8 entries: 0.150 -0.529 0.054 -0.057 -0.293 -0.109 -0.039 0.109

***

#c
Entry from the OMol25 dataset: C4H7NO2 in the gas phase (ωB97M-V/def2-TZVPD).

Positions of all 14 atoms, in Å:
C 0.944 -0.339 1.452
O 1.007 1.019 0.992
C -0.184 1.587 0.450
C -0.025 0.952 -0.873
C -0.405 -0.296 -1.057
N -1.108 -1.003 -1.790
O -1.071 -2.374 -1.649
H 1.425 -1.099 0.805
H 1.522 -0.222 2.356
H -0.055 -0.745 1.700
H -0.126 2.691 0.447
H -1.081 1.295 1.017
H 0.727 1.393 -1.516
H -1.581 -2.610 -2.434

Results
- orbital gap (eV) = 9.21
- E_HOMO (hartree) = -0.3197
- SMILES string = COCC=C=NO
- charge = 0

Löwdin atomic charge list, values in e, 8 entries: -0.102 -0.203 -0.202 -0.062 -0.102 -0.017 -0.055 0.090

***

Last place for stability: #c

***

#a
Entry from the OMol25 dataset: C4H7NO2 in the gas phase (ωB97M-V/def2-TZVPD).

Positions of all 14 atoms, in Å:
C 0.857 0.964 -1.100
C 0.021 0.223 -0.077
C -1.358 0.794 0.110
O -1.509 1.995 0.121
C 0.358 -0.388 1.276
N 0.436 -1.157 0.071
O -0.522 -2.185 -0.046
H 0.541 0.572 -2.077
H 0.671 2.038 -1.092
H 1.923 0.753 -0.998
H -2.195 0.112 0.342
H -0.540 -0.597 1.868
H 1.254 -0.197 1.859
H 0.063 -2.928 -0.255

Results
- orbital gap (eV) = 10.57
- E_HOMO (hartree) = -0.3564
- SMILES string = C[C@]1(C=O)CN1O
- charge = 0

Löwdin atomic charge list, values in e, 8 entries: -0.010 -0.401 -0.205 0.059 -0.041 -0.097 -0.030 0.093

***

#b
Entry from the OMol25 dataset: C4H7NO2 in the gas phase (ωB97M-V/def2-TZVPD).

Positions of all 14 atoms, in Å:
N 0.798 -1.578 -0.229
C 1.153 -0.723 0.739
O 2.206 -0.714 1.351
C 0.077 0.327 1.142
C -0.501 1.164 0.088
C -0.948 0.678 -1.230
O -1.506 -0.522 -1.040
H 1.476 -2.277 -0.498
H -0.122 -1.468 -0.698
H 0.512 0.944 1.932
H -0.753 -0.238 1.595
H -0.722 2.198 0.381
H -0.035 0.761 -1.887
H -1.637 1.448 -1.645

Results
- orbital gap (spin up / spin down) (eV) = 7.07 / 6.99
- E_HOMO (spin up / spin down) (hartree) = -0.3343 / -0.3330
- charge = 0

Löwdin atomic charge list, values in e, 8 entries: 0.181 -0.535 0.052 -0.077 0.140 -0.447 -0.207 0.119

***

#c
Entry from the OMol25 dataset: a molecular structure, C4H7NO2 (ωB97M-V/def2-TZVPD).

Positions of all 14 atoms, in Å:
C 1.632 0.090 -0.834
C 0.087 -0.606 1.185
C 0.412 -0.205 -0.047
N -1.772 1.041 -0.609
C -1.089 -0.181 -0.336
O 0.691 -0.961 2.319
O -1.293 -0.614 1.038
H 0.012 -1.201 2.962
H -1.614 1.326 -1.567
H -1.452 1.774 0.016
H -1.446 -0.955 -1.021
H 1.627 1.121 -1.191
H 1.697 -0.566 -1.703
H 2.509 -0.062 -0.211

Results
- orbital gap (eV) = 8.84
- E_HOMO (hartree) = -0.2967
- charge = 0

Löwdin atomic charge list, values in e, 8 entries: -0.049 -0.362 -0.165 0.080 -0.341 0.137 0.031 0.127

***

Last place for stability: #a

***

#a
Entry from the OMol25 dataset: C4H7NO2 in the gas phase (ωB97M-V/def2-TZVPD).

Positions of all 14 atoms, in Å:
C 2.090 -0.794 -0.298
C 0.828 0.209 -0.335
C -0.390 -0.675 -0.095
O -0.392 -1.840 0.152
N -1.666 -0.030 0.180
C -2.096 1.223 0.474
O -3.146 1.569 1.067
H 3.031 -0.228 -0.013
H 1.682 -1.478 0.425
H 2.077 -1.083 -1.257
H 1.053 1.009 0.376
H 0.555 0.709 -1.411
H -2.237 -0.774 0.527
H -1.388 2.182 0.206

Results
- orbital gap (eV) = 10.82
- E_HOMO (hartree) = -0.3749
- SMILES string = CCC(=O)NC=O
- charge = 0

Löwdin atomic charge list, values in e, 8 entries: -0.056 -0.144 -0.437 0.108 0.116 -0.325 -0.017 0.100

***

#b
Entry from the OMol25 dataset: 2 unconnected molecules or ions with the total composition C4H7NO2 (ωB97M-V/def2-TZVPD).

Positions of all 14 atoms, in Å:
N -2.047 1.155 0.700
C -1.215 1.048 -0.097
C -0.121 0.919 -1.071
C 1.239 0.590 -0.417
C 1.148 -0.750 0.274
O 1.258 -0.896 1.467
H -0.049 1.864 -1.614
H -0.374 0.143 -1.803
H 1.526 1.350 0.313
H 2.013 0.551 -1.198
H 0.918 -1.608 -0.390
O -1.508 -1.710 0.981
H -2.052 -0.974 1.294
H -0.735 -1.684 1.561

Results
- orbital gap (eV) = 11.02
- E_HOMO (hartree) = -0.3861
- SMILES string = N#CCCC=O.O
- charge = 0

Löwdin atomic charge list, values in e, 8 entries: 0.160 -0.204 -0.162 -0.145 -0.277 0.052 0.121 0.127

***

Last place for stability: #a